P:
This record from OMol25 describes an isolated molecule of C15H24O. The level of theory is ωB97M-V/def2-TZVPD.

```
40
C15H24O, DFT ωB97M-V/def2-TZVPD
C 2.45265 1.53784 1.85435
C 2.51639 0.24859 1.07222
C 2.42408 -0.85725 2.11447
C 1.34655 0.14670 -0.09289
C 1.51406 -1.11247 -1.04980
C 0.44930 -1.28932 -1.75145
C -0.64793 -0.19862 -1.69232
C -1.79236 -0.50445 -2.73050
C -0.12809 1.23274 -1.78611
C 1.23447 1.44989 -0.95986
C -1.28176 -0.20699 -0.20022
C -2.14368 -1.43371 0.05065
C -2.76395 -1.08286 1.40623
O -3.07712 0.39519 1.15596
C -2.20084 1.02240 0.27589
C 0.02291 -0.07872 0.68404
H 2.64084 2.42751 1.26413
H 3.22076 1.48219 2.65174
H 1.49819 1.62879 2.47700
H 3.41429 0.22010 0.53397
H 1.50816 -0.68457 2.68126
H 3.35000 -0.72609 2.74487
H 2.39993 -1.80853 1.68029
H 2.30186 -1.84280 -0.93788
H 0.37183 -2.25959 -2.36187
H -1.49518 -0.01772 -3.64936
H -2.70904 0.05297 -2.54847
H -2.02022 -1.51382 -2.91628
H -0.93441 1.90511 -1.55394
H -0.00557 1.52709 -2.85667
H 2.21553 1.65131 -1.50914
H 0.99650 2.45444 -0.39245
H -2.95882 -1.54695 -0.65284
H -1.50705 -2.33453 0.06278
H -2.08385 -1.17198 2.31420
H -3.61612 -1.74364 1.64770
H -2.76077 1.38841 -0.50837
H -1.74094 1.93538 0.77712
H 0.02845 -1.05531 1.28112
H -0.03905 0.76326 1.42045
```

The HOMO energy is -9.30 eV. The calculation puts the frontier orbital gap at 10.1267 eV. As for the SMILES: CC(C)[C@]12C=C[C@](C)(CC1)[C@@]1(CCOC1)C2.



Q:
This record from OMol25 describes an isolated molecule of C15H24O. The level of theory is ωB97M-V/def2-TZVPD.

```
40
C15H24O, DFT ωB97M-V/def2-TZVPD
C -7.59307 -1.09847 -0.44256
C -6.50068 -0.06964 -0.71037
C -5.24485 -0.34972 0.11117
C -4.13565 0.66300 -0.16608
C -2.87607 0.36911 0.64740
C -1.73437 1.32426 0.30218
C -0.48095 1.11178 1.15690
C 0.18492 -0.25369 0.97591
C 0.84796 -0.44180 -0.40266
C 2.34248 -0.31077 -0.32920
C 3.00469 0.79880 -0.82961
C 4.38268 0.89949 -0.75424
C 5.12461 -0.11525 -0.16529
O 6.48326 -0.06352 -0.07181
C 4.47004 -1.22950 0.35005
C 3.09696 -1.31705 0.26506
H -7.87508 -1.08777 0.60815
H -7.24458 -2.09886 -0.69264
H -8.47840 -0.88422 -1.03689
H -6.87430 0.92867 -0.47182
H -6.24743 -0.08048 -1.77393
H -5.49598 -0.33181 1.17433
H -4.88033 -1.35286 -0.12240
H -4.49361 1.66833 0.07001
H -3.89293 0.64322 -1.23191
H -3.10621 0.45198 1.71141
H -2.56665 -0.65850 0.44984
H -2.08101 2.35082 0.44972
H -1.48889 1.21084 -0.75559
H 0.24668 1.89316 0.92269
H -0.75827 1.22571 2.20787
H -0.55650 -1.03626 1.13355
H 0.94661 -0.36868 1.75025
H 0.60716 -1.43539 -0.78686
H 0.45142 0.28946 -1.10727
H 2.44196 1.59736 -1.29195
H 4.88456 1.76755 -1.16094
H 6.80790 0.74985 -0.47674
H 5.05352 -2.01342 0.80698
H 2.59549 -2.18845 0.66084
```

The HOMO energy is -8.32 eV. The calculation puts the frontier orbital gap at 9.2105 eV. As for the SMILES: CCCCCCCCCc1ccc(O)cc1.



Which structure is the most stable? The one labeled Q.



P:
This record from OMol25 describes a cluster of 2 separate species, C9H13N3 in total. The level of theory is ωB97M-V/def2-TZVPD.

```
25
C9H13N3, DFT ωB97M-V/def2-TZVPD
C 2.25057 1.76326 2.24998
C 2.54174 1.58185 0.92071
C 1.08377 1.23123 2.81687
C 1.75808 1.05247 -0.00833
C 0.13726 0.76233 2.01401
C 0.50730 0.52758 0.50500
C -1.18262 0.03726 2.14683
C 0.68054 -1.03858 -4.27729
C -0.61981 0.21978 -0.15094
N 0.52728 -1.42889 -3.13997
N -2.51789 -1.13034 0.49067
N -1.80892 -0.03150 0.82434
H 2.98389 2.29081 2.88202
H 3.54849 1.90986 0.61447
H 0.99956 1.25308 3.92458
H 2.08465 0.89736 -1.03803
H -0.99730 -0.98495 2.38259
H -1.88182 0.42212 2.88477
H -0.19092 -0.98606 -4.99946
H 1.67598 -0.68347 -4.43794
H -0.61794 0.07383 -1.25803
H 1.35792 -1.65800 -2.60022
H -3.48943 -1.07704 0.17261
H -2.27479 -2.03056 0.77762
H -2.44741 0.79613 0.87644
```

The HOMO energy is -15.11 eV. As for the total charge: +2. The calculation puts the frontier orbital gap at 4.4841 eV.



Q:
This record from OMol25 describes a cluster of 2 separate species, C9H13N3 in total. The level of theory is ωB97M-V/def2-TZVPD.

```
25
C9H13N3, DFT ωB97M-V/def2-TZVPD
C -3.91083 -0.66377 -0.10069
C -3.23684 -0.31042 -1.26415
C -3.29990 -0.44848 1.08095
C -1.93350 0.23168 -1.31876
C -1.92796 -0.07764 1.13180
C -1.24500 0.36928 -0.09938
C 3.25573 -1.35116 0.33883
C 2.93214 1.03872 -0.11861
C -0.00676 1.01688 -0.00892
N 3.20726 -2.18856 -0.63485
N 3.02469 2.33195 -0.17093
N 3.13560 -0.11470 0.07205
H -4.98343 -1.09081 -0.21459
H -3.72027 -0.31124 -2.18178
H -3.85417 -0.75067 2.00970
H -1.45568 0.30578 -2.23308
H -1.81351 0.65081 1.85637
H 3.64110 -1.63224 1.26030
H 0.77648 1.04164 -0.83520
H 0.22254 1.48145 0.99411
H 3.39217 -3.13796 -0.56767
H 2.84216 -1.96218 -1.54407
H 2.22081 2.90428 -0.34974
H 3.93241 2.92596 -0.26490
H -1.34104 -0.90169 1.53616
```

The HOMO energy (spin up / spin down) is -16.01 / -14.64 eV. As for the total charge: +2. The calculation puts the frontier orbital gap (spin up / spin down) at 8.0433 / 5.1449 eV.



Which structure is the most stable? The one labeled Q.



P:
This record from OMol25 describes an isolated molecule of C9H7N3. The level of theory is ωB97M-V/def2-TZVPD.

```
19
C9H7N3, DFT ωB97M-V/def2-TZVPD
C -1.96747 2.16610 -1.56584
C -2.56270 2.00858 -0.30044
C -2.22448 0.90636 0.52170
C -1.21088 0.09381 0.09232
C -0.61840 -1.07765 0.72835
N -0.80421 -1.83074 1.79011
N 0.05474 -2.90213 1.62718
N 0.83670 -2.79501 0.44551
C 0.28385 -1.66353 -0.14314
C 0.27632 -1.01608 -1.34456
C -0.60077 0.17782 -1.17906
C -0.97198 1.24750 -1.97835
H -2.25238 2.98804 -2.17934
H -3.34613 2.68525 0.02520
H -2.68502 0.72690 1.48495
H 0.56972 -3.24415 2.43453
H 0.99115 -3.62108 -0.14876
H 0.82909 -1.27711 -2.27248
H -0.49155 1.28766 -2.95974
```

The HOMO energy is -7.29 eV. The calculation puts the frontier orbital gap at 7.3827 eV. As for the SMILES: c1ccc2c3n[nH][nH]c-3cc2c1.



Q:
This record from OMol25 describes a structure of composition C9H7N3. The level of theory is ωB97M-V/def2-TZVPD.

```
19
C9H7N3, DFT ωB97M-V/def2-TZVPD
C 3.17071 1.69636 -1.20775
C -3.71189 -0.23499 -1.26992
C 1.60759 -2.25156 0.92971
C 1.98206 1.54003 -0.93760
C -2.57609 -0.01714 -0.93709
C 0.55136 -2.45444 1.30542
C -0.35065 0.98176 -0.97780
C 0.82715 1.00125 -0.42121
C 0.79960 0.93191 0.98887
N -1.15382 -0.27201 1.01945
N -1.54968 0.52915 -0.28255
N -0.28543 0.44585 1.66804
H 4.22960 1.97484 -1.42406
H -4.56331 -0.66351 -1.71451
H 2.59932 -2.53989 0.80921
H -0.43699 1.28437 -2.00819
H -0.74677 -2.83895 1.41352
H 1.61862 1.42336 1.49454
H -2.01139 -0.53642 1.55192
```

The HOMO energy (spin up / spin down) is -7.65 / -7.65 eV. The calculation puts the frontier orbital gap (spin up / spin down) at 7.5926 / 7.5910 eV.



Which structure is the most stable? The one labeled P.



P:
This record from OMol25 describes a cluster of 2 separate species, C3H4FNO2S in total. The level of theory is ωB97M-V/def2-TZVPD.

```
12
C3H4FNO2S, DFT ωB97M-V/def2-TZVPD
C -0.86431 0.37091 0.16021
C -3.02978 0.26744 0.73548
C -2.18975 0.41644 -0.26829
N 0.24663 0.23145 0.45769
O 2.94418 1.03927 -1.02951
O 2.54203 -1.35090 -0.43999
F 4.50264 -0.31010 0.54412
S 2.86684 0.13811 0.09571
H -4.14858 0.24602 0.64370
H 2.34322 -1.51393 -1.31914
H -2.66230 -0.07561 1.64464
H -2.55083 0.54090 -1.22461
```

The HOMO energy is -10.66 eV. The calculation puts the frontier orbital gap at 10.6374 eV.



Q:
This record from OMol25 describes an isolated molecule of C3H4FNO2S. The level of theory is ωB97M-V/def2-TZVPD.

```
12
C3H4FNO2S, DFT ωB97M-V/def2-TZVPD
C 0.34125 0.02970 0.11272
C -0.91188 -0.60212 -0.48576
C -1.03764 -1.95502 -0.12012
N -1.07733 -3.06848 0.20066
S -2.41865 0.23646 0.08731
O -2.67192 0.23689 1.52394
O -3.46044 -0.16078 -0.83793
F -2.04962 1.79832 -0.32212
H 0.03879 -0.03578 1.19271
H 1.13585 -0.77804 -0.16600
H 0.55525 1.02659 -0.16267
H -0.91382 -0.64090 -1.64604
```

The HOMO energy is -12.29 eV. The calculation puts the frontier orbital gap at 12.5133 eV. As for the SMILES: C[C@@H](C#N)S(=O)(=O)F.



R:
This record from OMol25 describes an isolated molecule of C3H4FNO2S. The level of theory is ωB97M-V/def2-TZVPD.

```
12
C3H4FNO2S, DFT ωB97M-V/def2-TZVPD
C 0.18933 -1.86763 0.40856
C -0.08307 -0.43291 0.66146
F -0.41364 -0.17469 1.92698
C -0.01981 0.55446 -0.25743
S 0.40393 0.21835 -1.93105
N -0.29457 1.93834 0.05141
O -0.54941 2.22572 1.19312
O -0.24867 2.73095 -0.87206
H 1.03634 -2.18658 1.01704
H -0.67342 -2.45861 0.71641
H 0.40520 -2.04831 -0.63880
H 0.24779 1.50091 -2.27565
```

The HOMO energy is -9.13 eV. The calculation puts the frontier orbital gap at 8.6497 eV. As for the SMILES: C/C(F)=C(\S)[N+](=O)[O-].



Which structure is the most stable? The one labeled Q.



P:
This record from OMol25 describes a cluster of 2 separate species, CHF2NO2 in total. The level of theory is ωB97M-V/def2-TZVPD.

```
7
CHF2NO2, DFT ωB97M-V/def2-TZVPD
C 0.64787 0.37300 -0.80869
N -0.72617 -0.45626 1.40088
O -1.47078 -0.88255 2.24266
O -0.92307 -0.46832 0.18794
F 0.13090 1.41913 -1.38583
F 1.00520 -0.55444 -1.64719
H 1.33606 0.56945 0.01023
```

The HOMO energy (spin up / spin down) is -8.71 / -8.71 eV. The calculation puts the frontier orbital gap (spin up / spin down) at 7.7049 / 7.7034 eV.



Q:
This record from OMol25 describes a structure of composition CHF2NO2. The level of theory is ωB97M-V/def2-TZVPD.

```
7
CHF2NO2, DFT ωB97M-V/def2-TZVPD
C -0.08673 0.76696 0.62342
N 1.30092 0.42821 1.08752
O 1.31670 -0.59860 1.76437
O 2.29176 1.07631 0.87125
F 0.04596 1.70943 -0.35815
F -0.82837 1.22833 1.58367
H -0.65131 -0.46104 0.31864
```

The HOMO energy is -11.85 eV. The calculation puts the frontier orbital gap at 11.1175 eV.



Which structure is the most stable? The one labeled Q.